(1)
A structure of composition C27H36CrN8 in a non-equilibrium geometry, computed with ωB97M-V/def2-TZVPD.

Structure (XYZ):
```
72
Properties=species:S:1:pos:R:3:lowdin_charge:R:1
Cr -0.496 0.534 0.552 0.827
C 2.237 -1.545 0.573 -0.173
C 2.789 -0.257 1.206 -0.156
C 2.518 1.005 0.366 -0.189
N 1.194 1.125 -0.249 -0.057
C 1.076 1.838 -1.378 -0.202
C 2.140 2.551 -1.961 -0.003
C 2.224 3.238 -3.164 -0.061
C 1.298 3.396 -4.177 -0.089
C -0.016 2.948 -4.170 -0.064
C -0.715 2.347 -3.144 -0.011
C -0.307 1.951 -1.850 -0.218
N -1.173 1.573 -0.922 -0.122
C -2.534 2.076 -0.920 -0.194
C -2.861 2.613 0.490 -0.142
C -1.612 3.157 1.196 -0.189
N -0.831 2.024 1.679 -0.099
C -0.296 1.981 2.908 -0.194
C -0.045 3.136 3.655 0.003
C 0.518 3.288 4.914 -0.059
C 0.792 2.324 5.864 -0.079
C 0.552 0.960 5.747 -0.055
C 0.213 0.212 4.639 0.002
C 0.047 0.605 3.292 -0.220
N 0.047 -0.248 2.272 -0.074
C 0.484 -1.619 2.551 -0.211
C 1.217 -2.348 1.412 -0.169
H 3.063 -2.213 0.324 0.111
H 1.776 -1.268 -0.372 0.066
H 3.872 -0.325 1.312 0.117
H 2.399 -0.118 2.208 0.091
H 3.275 1.020 -0.420 0.107
H 2.688 1.878 1.007 0.134
H 3.038 2.606 -1.363 0.096
H 3.186 3.706 -3.344 0.114
H 1.623 3.938 -5.057 0.105
H -0.584 3.125 -5.076 0.113
H -1.754 2.125 -3.357 0.107
H -3.253 1.290 -1.178 0.120
H -2.652 2.884 -1.646 0.113
H -3.264 1.810 1.111 0.113
H -3.624 3.388 0.407 0.117
H -1.926 3.806 2.014 0.115
H -1.014 3.751 0.496 0.133
H -0.251 4.059 3.130 0.107
H 0.723 4.311 5.207 0.114
H 1.179 2.666 6.815 0.108
H 0.677 0.388 6.660 0.115
H 0.085 -0.845 4.830 0.106
H -0.382 -2.229 2.829 0.130
H 1.158 -1.618 3.410 0.107
H 0.487 -2.797 0.739 0.073
H 1.733 -3.180 1.894 0.115
C -2.126 -5.469 -2.248 -0.071
C -1.068 -4.703 -3.042 -0.400
C 0.287 -4.744 -2.338 -0.066
C -1.518 -3.258 -3.335 -0.091
N -1.446 -2.391 -2.170 -0.074
C -0.467 -1.545 -1.831 -0.076
N -0.776 -1.047 -0.657 -0.075
N -1.957 -1.594 -0.297 0.043
N -2.365 -2.397 -1.201 0.114
H -1.805 -6.499 -2.092 0.085
H -3.079 -5.490 -2.779 0.084
H -2.288 -5.014 -1.271 0.069
H -0.960 -5.173 -4.022 0.140
H 0.224 -4.313 -1.336 0.068
H 1.055 -4.212 -2.903 0.083
H 0.609 -5.779 -2.224 0.088
H -2.550 -3.262 -3.683 0.135
H -0.885 -2.812 -4.100 0.134
H 0.396 -1.318 -2.433 0.161
```

Charge ... +1
HOMO-LUMO gap (spin up / spin down) ... 6.49 / 6.91 eV
<S²> ... 0.771
Multiplicity ... 2

(2)
A structure of composition C27H36GeN2PPtS in a non-equilibrium geometry, computed with ωB97M-V/def2-TZVPD.

Structure (XYZ):
```
69
Properties=species:S:1:pos:R:3:lowdin_charge:R:1
Pt -0.812 0.218 -0.021 0.665
C 2.587 3.186 0.623 -0.048
C 3.480 2.235 -0.103 -0.275
C 4.734 2.620 -0.556 -0.026
C 5.551 1.732 -1.235 -0.054
C 5.122 0.439 -1.477 -0.062
C 3.883 0.027 -1.024 -0.077
C 3.068 0.919 -0.332 -0.318
P 1.488 0.377 0.384 0.981
C 1.271 -1.327 -0.281 -0.376
C 1.401 -2.450 0.544 -0.064
C 1.333 -3.724 0.011 -0.058
C 1.153 -3.894 -1.353 -0.045
C 0.995 -2.791 -2.175 -0.047
C 1.020 -1.502 -1.662 -0.324
C 0.758 -0.334 -2.567 -0.070
C 1.878 0.177 2.140 -0.316
C 3.182 0.031 2.584 -0.069
C 3.448 -0.264 3.914 -0.053
C 2.396 -0.533 4.793 -0.061
C 1.099 -0.399 4.376 -0.024
C 0.792 0.099 3.076 -0.314
C -0.469 0.587 2.799 0.034
H 2.988 4.196 0.594 0.090
H 2.481 2.888 1.667 0.086
H 1.588 3.193 0.179 0.019
H 5.075 3.625 -0.361 0.117
H 6.526 2.051 -1.570 0.111
H 5.751 -0.259 -2.005 0.110
H 3.554 -0.988 -1.193 0.109
H 1.579 -2.317 1.601 0.110
H 1.438 -4.585 0.653 0.113
H 1.128 -4.883 -1.782 0.114
H 0.846 -2.930 -3.237 0.121
H 0.545 -0.680 -3.576 0.088
H 1.608 0.350 -2.596 0.081
H -0.128 0.223 -2.200 0.025
H 4.003 0.137 1.886 0.113
H 4.469 -0.325 4.259 0.109
H 2.613 -0.846 5.804 0.113
H 0.282 -0.585 5.054 0.116
H -0.610 1.338 2.029 -0.012
H -1.269 0.436 3.502 0.075
C -4.991 3.202 -1.283 -0.055
N -3.701 3.243 -0.634 -0.044
C -2.545 2.968 -1.228 -0.892
N -2.486 2.743 -2.541 0.140
S -1.115 2.942 -0.314 0.646
H -5.765 3.397 -0.547 0.097
H -5.172 2.215 -1.714 0.090
H -5.065 3.957 -2.069 0.096
H -3.667 3.368 0.367 0.129
H -3.287 2.820 -3.145 0.108
H -1.579 2.631 -2.963 0.103
C -2.806 -2.377 -2.056 -0.208
Ge -3.496 -1.682 -0.327 0.740
C -5.489 -1.531 -0.319 -0.206
C -2.800 -2.884 1.106 -0.207
C -2.802 0.112 -0.006 -0.387
H -3.197 -3.375 -2.230 0.021
H -1.721 -2.440 -2.024 -0.014
H -3.091 -1.750 -2.894 0.016
H -5.938 -2.515 -0.394 0.018
H -5.836 -0.934 -1.156 0.009
H -5.829 -1.069 0.602 0.015
H -3.145 -3.904 0.962 0.019
H -3.121 -2.544 2.085 0.015
H -1.712 -2.877 1.078 -0.007
H -3.474 0.813 0.476 -0.045
```

Charge ... +1
HOMO-LUMO gap (spin up / spin down) ... 7.27 / 6.34 eV
<S²> ... 6.058
Multiplicity ... 5

(3)
A structure of composition C27H36N5PSV, computed with ωB97M-V/def2-TZVPD.

Structure (XYZ):
```
71
Properties=species:S:1:pos:R:3:lowdin_charge:R:1
V -0.697 -0.344 0.936 0.861
N -5.635 -1.936 1.642 0.070
C -4.408 -1.974 2.197 -0.923
S -4.226 -2.502 3.796 0.591
N -3.474 -1.444 1.360 -0.032
N -2.203 -1.469 1.718 -0.189
C -1.645 -2.465 2.371 -0.158
C -0.281 -2.360 2.838 -0.254
C 0.296 -3.380 3.583 0.017
C 1.588 -3.208 4.046 -0.017
C 2.281 -2.040 3.743 -0.030
C 1.665 -1.090 2.959 -0.089
N 0.411 -1.246 2.513 0.008
H -6.425 -2.172 2.215 0.086
H -5.771 -1.438 0.778 0.096
H -2.195 -3.372 2.574 0.079
H -0.277 -4.269 3.807 0.131
H 2.057 -3.977 4.645 0.123
H 3.286 -1.873 4.103 0.117
H 2.172 -0.179 2.666 0.124
C -0.555 -3.453 -0.935 -0.231
P -0.853 -1.681 -1.174 0.899
C -2.506 -1.578 -1.904 -0.220
C 0.327 -1.111 -2.412 -0.376
C 1.441 -1.867 -2.765 -0.088
C 2.399 -1.334 -3.617 -0.072
C 2.253 -0.047 -4.112 -0.058
C 1.138 0.708 -3.770 -0.056
C 0.180 0.180 -2.922 -0.099
H 0.401 -3.623 -0.438 0.050
H -0.570 -3.984 -1.887 0.065
H -1.350 -3.844 -0.299 0.051
H -2.595 -2.247 -2.760 0.064
H -2.689 -0.554 -2.229 0.048
H -3.238 -1.829 -1.135 0.028
H 1.570 -2.873 -2.386 0.099
H 3.260 -1.929 -3.894 0.114
H 3.004 0.369 -4.771 0.114
H 1.020 1.711 -4.158 0.115
H -0.675 0.781 -2.635 0.097
C 3.957 -0.389 -0.521 -0.033
C 3.005 0.778 -0.532 -0.258
C 3.429 2.037 -0.952 -0.003
C 2.557 3.115 -0.954 -0.245
C 3.010 4.476 -1.411 -0.034
C 1.240 2.939 -0.525 0.007
C 0.779 1.698 -0.109 -0.272
C 1.693 0.627 -0.123 -0.063
N -0.526 1.415 0.344 -0.092
C -1.572 2.440 0.544 -0.594
C -1.886 3.170 -0.783 -0.018
C -2.812 1.680 1.014 -0.068
C -1.180 3.420 1.658 -0.027
H 4.435 -0.508 -1.493 0.081
H 3.447 -1.322 -0.279 0.073
H 4.749 -0.235 0.215 0.088
H 4.452 2.171 -1.285 0.126
H 4.051 4.460 -1.729 0.079
H 2.913 5.207 -0.606 0.089
H 2.404 4.829 -2.246 0.087
H 0.575 3.790 -0.554 0.108
H 1.404 -0.398 0.141 0.066
H -2.858 2.867 -1.170 0.083
H -1.138 2.952 -1.546 0.064
H -1.908 4.251 -0.647 0.091
H -3.125 0.924 0.287 0.068
H -3.644 2.369 1.152 0.105
H -2.646 1.193 1.983 0.081
H -0.290 3.999 1.426 0.074
H -0.997 2.872 2.584 0.089
H -2.001 4.116 1.830 0.096
```

Charge ... +1
HOMO-LUMO gap (spin up / spin down) ... 6.20 / 6.08 eV
<S²> ... 2.042
Multiplicity ... 3